# 1
Formula: C70H80AsCoN2O4PSi
Source: OMol25
Level of theory: ωB97M-V/def2-TZVPD

The value obtained for the LUMO energy (spin up / spin down) is -0.0314 / 0.0107 Ha.

Structure (ORCA input):
```
! RIJCOSX wB97M-V def2-TZVPD def2/J DEFGRID3
* xyz 0 2
Co 0.34 -0.70 0.01
C 2.82 2.78 -3.92
C 2.57 1.28 -4.02
C 3.60 0.65 -4.98
C 2.60 0.50 -2.72
C 3.57 0.65 -1.74
C 3.63 -0.17 -0.62
C 4.75 0.18 0.35
C 6.11 -0.20 -0.26
C 4.81 1.67 0.70
C 2.81 -1.33 -0.51
C 1.97 -1.61 -1.64
C 1.77 -0.59 -2.60
C 1.75 -2.98 -2.29
C 0.40 -3.15 -2.99
C 2.89 -3.16 -3.31
C 3.07 -2.30 0.67
C 4.51 -2.71 0.71
C 5.17 -3.00 1.86
C 4.57 -2.79 3.12
C 3.28 -2.28 3.16
C 2.56 -1.92 2.04
P 0.89 -1.24 2.24
C 1.18 0.30 3.33
C 1.73 0.26 4.76
C -0.17 1.01 3.33
C 2.18 1.12 2.52
C -0.16 -2.49 3.33
C -0.17 -2.22 4.83
C 0.30 -3.94 3.14
C -1.61 -2.33 2.85
H 2.70 3.24 -4.90
H 3.83 3.01 -3.57
H 2.11 3.24 -3.24
H 1.58 1.15 -4.47
H 4.60 0.72 -4.57
H 3.59 1.16 -5.94
H 3.38 -0.41 -5.14
H 4.34 1.39 -1.87
H 4.61 -0.39 1.27
H 6.32 0.41 -1.13
H 6.14 -1.25 -0.55
H 6.90 -0.03 0.47
H 5.31 2.24 -0.07
H 5.38 1.80 1.62
H 3.83 2.09 0.85
H 1.08 -0.79 -3.41
H 1.88 -3.80 -1.61
H 0.41 -2.71 -3.99
H -0.40 -2.67 -2.42
H 0.17 -4.21 -3.10
H 2.78 -2.50 -4.17
H 2.90 -4.19 -3.67
H 3.85 -2.95 -2.84
H 4.95 -2.94 -0.24
H 6.18 -3.37 1.82
H 5.10 -3.02 4.02
H 2.83 -2.13 4.12
H 1.06 -0.17 5.49
H 1.90 1.30 5.06
H 2.69 -0.24 4.81
H -0.92 0.46 3.90
H -0.51 1.11 2.30
H -0.09 2.00 3.76
H 3.18 0.71 2.66
H 2.18 2.15 2.85
H 1.93 1.09 1.46
H 0.82 -2.35 5.27
H -0.83 -2.95 5.30
H -0.57 -1.24 5.08
H 1.36 -4.00 2.89
H -0.28 -4.44 2.36
H 0.14 -4.50 4.06
H -2.08 -1.45 3.29
H -2.20 -3.20 3.15
H -1.68 -2.23 1.77
O 0.59 1.35 -0.19
Si 0.21 2.87 -0.17
C 1.60 4.18 -0.38
C 1.34 5.53 -0.14
C 2.27 6.51 -0.41
C 3.50 6.17 -0.95
C 3.79 4.84 -1.19
C 2.85 3.87 -0.90
C -0.84 3.48 -1.63
C -0.79 2.79 -2.84
C -1.37 3.31 -3.98
C -2.00 4.54 -3.94
C -2.07 5.24 -2.75
C -1.50 4.71 -1.61
C -0.58 3.55 1.44
C -1.95 3.52 1.70
C -2.47 4.07 2.86
C -1.64 4.65 3.80
C -0.27 4.69 3.56
C 0.24 4.14 2.40
H 0.38 5.82 0.27
H 2.03 7.54 -0.21
H 4.22 6.94 -1.20
H 4.75 4.56 -1.60
H 3.06 2.83 -1.08
H -0.30 1.83 -2.86
H -1.33 2.76 -4.91
H -2.44 4.96 -4.84
H -2.58 6.19 -2.71
H -1.58 5.25 -0.67
H -2.62 3.08 0.98
H -3.54 4.05 3.02
H -2.05 5.08 4.70
H 0.39 5.15 4.28
H 1.30 4.18 2.22
C -2.34 -5.72 -0.78
N -1.07 -5.22 -0.32
C -0.04 -6.04 -0.04
C 1.15 -5.52 0.33
C 1.28 -4.09 0.32
O 2.51 -3.70 0.42
N 0.25 -3.29 0.15
C -0.96 -3.82 -0.13
O -1.98 -3.17 -0.26
H -2.32 -6.80 -0.82
H -2.56 -5.32 -1.77
H -3.12 -5.38 -0.11
H -0.21 -7.10 -0.14
H 2.02 -6.12 0.55
O -1.74 -0.42 -0.48
As -3.34 -0.69 -0.44
C -4.28 0.69 -1.44
C -5.52 0.46 -2.02
C -6.23 1.50 -2.60
C -5.71 2.79 -2.58
C -4.48 3.02 -1.99
C -3.76 1.98 -1.43
C -4.15 -2.29 -1.24
C -4.77 -3.28 -0.51
C -5.38 -4.34 -1.16
C -5.35 -4.42 -2.54
C -4.70 -3.45 -3.27
C -4.10 -2.38 -2.62
C -4.22 -0.38 1.27
C -5.54 -0.73 1.49
C -6.19 -0.31 2.64
C -5.54 0.50 3.55
C -4.23 0.89 3.32
C -3.58 0.46 2.18
H -5.94 -0.54 -2.02
H -7.18 1.31 -3.08
H -6.27 3.60 -3.02
H -4.06 4.02 -1.97
H -2.79 2.14 -0.99
H -4.76 -3.23 0.58
H -5.86 -5.12 -0.58
H -5.82 -5.25 -3.04
H -4.66 -3.51 -4.35
H -3.59 -1.59 -3.18
H -6.07 -1.32 0.75
H -7.22 -0.61 2.81
H -6.06 0.83 4.44
H -3.73 1.55 4.01
H -2.57 0.77 1.96
*
```

# 2
Formula: C70H82FN3O15S2
Source: OMol25
Level of theory: ωB97M-V/def2-TZVPD

The value obtained for the LUMO energy is -0.0702 Ha. Its SMILES is CCCCCCCCN(CCCCCCCC)C(=S)SCCC[C@H]1CC(=O)N[C@]1(F)CCCCN.O=C1C=CC(=O)C=C1.O=C1C=CC(=O)C=C1.O=C1C=CC(=O)C=C1.O=C1C=CC(=O)C=C1.O=C1C=CC(=O)C=C1.O=C1C=CC(=O)C=C1.O=C1C=CC(=O)C=C1.

Structure (ORCA input):
```
! RIJCOSX wB97M-V def2-TZVPD def2/J DEFGRID3
* xyz 0 1
C 6.21 1.14 1.80
C 7.31 1.74 0.79
C 7.16 3.33 0.69
C 5.75 3.80 0.08
C 5.88 4.39 -1.43
C 6.53 3.34 -2.46
C 5.53 3.20 -3.75
C 4.66 1.87 -3.51
N 3.21 2.00 -3.84
C 2.94 2.80 -5.05
C 1.50 2.57 -5.71
C 1.01 3.84 -6.60
C -0.15 4.62 -5.77
C -0.40 6.09 -6.36
C -1.62 6.88 -5.68
C -1.18 8.28 -4.98
C 0.11 8.13 -4.04
C 2.39 2.41 -2.69
S 1.97 3.97 -2.26
S 1.78 1.00 -1.60
C 2.97 0.77 -0.16
C 2.47 -0.46 0.79
C 1.99 0.04 2.25
C 2.41 -0.97 3.42
C 3.93 -0.62 3.90
C 3.96 -0.67 5.51
O 4.80 -0.21 6.31
N 2.69 -1.41 5.82
C 1.70 -0.81 4.85
F 1.69 0.60 5.13
C 0.34 -1.60 5.16
C 0.45 -3.18 4.91
C -0.96 -3.72 4.35
C -1.90 -4.08 5.62
N -3.32 -4.18 5.11
H 5.16 1.54 1.61
H 6.49 1.41 2.87
H 6.17 -0.01 1.74
H 7.19 1.20 -0.21
H 8.38 1.54 1.16
H 8.00 3.82 0.07
H 7.26 3.75 1.76
H 5.35 4.67 0.71
H 4.97 2.96 0.01
H 6.56 5.31 -1.42
H 4.84 4.75 -1.71
H 6.75 2.31 -2.03
H 7.52 3.77 -2.88
H 4.94 4.17 -3.78
H 6.19 3.03 -4.68
H 5.10 0.93 -4.01
H 4.72 1.65 -2.37
H 3.03 3.94 -4.87
H 3.75 2.58 -5.85
H 0.69 2.42 -4.91
H 1.59 1.65 -6.39
H 0.53 3.42 -7.55
H 1.86 4.55 -6.87
H 0.19 4.63 -4.68
H -1.08 3.96 -5.84
H -0.65 5.96 -7.47
H 0.60 6.65 -6.28
H -2.26 6.23 -4.97
H -2.33 7.18 -6.54
H -1.04 9.10 -5.76
H -2.04 8.62 -4.29
H 1.10 8.06 -4.64
H 0.00 7.17 -3.43
H 0.19 9.02 -3.31
H 2.97 1.76 0.43
H 4.03 0.51 -0.50
H 1.55 -0.95 0.31
H 3.27 -1.27 0.86
H 0.84 0.14 2.21
H 2.41 1.10 2.39
H 2.46 -2.06 3.08
H 4.01 0.50 3.69
H 4.73 -1.28 3.44
H 2.98 -2.37 5.57
H 0.07 -1.43 6.26
H -0.49 -1.11 4.53
H 1.35 -3.48 4.27
H 0.60 -3.66 5.94
H -0.85 -4.62 3.64
H -1.53 -2.92 3.76
H -1.58 -5.08 6.10
H -1.81 -3.24 6.39
H -3.74 -5.07 5.38
H -3.89 -3.41 5.47
O -2.45 -5.45 -2.30
C -1.63 -4.95 -1.55
C -0.29 -4.55 -2.04
C 0.61 -4.01 -1.22
C 0.30 -3.77 0.21
O 1.13 -3.27 0.95
C -1.04 -4.16 0.69
C -1.93 -4.71 -0.13
H -0.08 -4.73 -3.09
H 1.59 -3.71 -1.56
H -1.24 -3.98 1.74
H -2.92 -5.00 0.21
O -0.28 -3.39 -5.68
C 0.64 -2.96 -6.36
C 1.30 -1.68 -6.03
C 2.30 -1.21 -6.77
C 2.79 -1.94 -7.96
O 3.70 -1.51 -8.64
C 2.12 -3.22 -8.29
C 1.12 -3.69 -7.55
H 0.94 -1.15 -5.16
H 2.80 -0.27 -6.55
H 2.49 -3.75 -9.17
H 0.62 -4.63 -7.77
O -6.57 1.06 2.59
C -6.21 0.55 3.64
C -4.79 0.57 4.05
C -4.40 0.01 5.20
C -5.37 -0.66 6.10
O -5.01 -1.17 7.14
C -6.79 -0.67 5.68
C -7.18 -0.11 4.54
H -4.10 1.06 3.38
H -3.36 0.01 5.52
H -7.48 -1.16 6.35
H -8.21 -0.11 4.22
O -6.17 -8.70 -5.55
C -5.65 -8.74 -4.45
C -5.92 -9.85 -3.50
C -5.35 -9.88 -2.30
C -4.43 -8.82 -1.86
O -3.91 -8.86 -0.76
C -4.16 -7.71 -2.80
C -4.73 -7.68 -4.00
H -6.60 -10.62 -3.85
H -5.54 -10.69 -1.60
H -3.47 -6.94 -2.45
H -4.54 -6.87 -4.70
O -10.34 -6.76 7.35
C -10.16 -5.57 7.16
C -10.98 -4.83 6.18
C -10.79 -3.53 5.96
C -9.74 -2.77 6.69
O -9.57 -1.58 6.49
C -8.92 -3.52 7.67
C -9.12 -4.82 7.89
H -11.74 -5.39 5.65
H -11.38 -2.97 5.25
H -8.16 -2.95 8.19
H -8.53 -5.38 8.60
O 2.31 7.25 -7.76
C 2.48 8.44 -7.98
C 1.62 9.17 -8.94
C 1.80 10.47 -9.18
C 2.86 11.24 -8.49
O 3.02 12.42 -8.71
C 3.71 10.51 -7.53
C 3.54 9.21 -7.29
H 0.85 8.59 -9.44
H 1.19 11.01 -9.88
H 4.49 11.09 -7.04
H 4.15 8.66 -6.59
O -1.30 -2.16 7.90
C -0.94 -2.67 8.94
C 0.48 -2.65 9.36
C 0.87 -3.21 10.51
C -0.10 -3.87 11.41
O 0.26 -4.38 12.45
C -1.51 -3.90 10.99
C -1.91 -3.34 9.84
H 1.17 -2.16 8.69
H 1.91 -3.20 10.83
H -2.21 -4.39 11.66
H -2.94 -3.34 9.52
*
```

Number 1: maximum force 2.26 eV Å⁻¹, DFT total energy -200690.2045 eV. Number 2: maximum force 4.83 eV Å⁻¹, DFT total energy -133475.9646 eV.